Record 1
{"formula": "C5H15NS2", "method": "the ωB97M-V functional and the def2-TZVPD basis", "elements": ["C", "N", "C", "C", "H", "H", "H", "H", "H", "H", "H", "H", "H", "C", "S", "S", "C", "H", "H", "H", "H", "H", "H"], "positions_angstrom": [[-1.2243, 1.2171, -1.0629], [-1.3934, 2.6260, -0.7255], [-0.7861, 2.8781, 0.5714], [-0.7970, 3.4941, -1.7219], [-1.9076, 0.6031, -0.4774], [-0.2073, 0.8558, -0.8711], [-1.4875, 1.0948, -2.1142], [-0.9759, 3.8958, 0.9081], [-1.2279, 2.2061, 1.3099], [0.2968, 2.6733, 0.5503], [-1.0080, 4.5209, -1.4265], [-1.2066, 3.3030, -2.7115], [0.2966, 3.3572, -1.8032], [1.0337, -2.1883, -1.6164], [1.5991, -1.5908, -0.0193], [-0.2358, -1.5361, 0.9935], [0.3662, -1.7970, 2.6876], [0.1070, -2.7460, -1.4984], [0.8945, -1.3921, -2.3441], [1.7961, -2.8720, -1.9893], [1.2230, -1.1711, 2.9115], [-0.4898, -1.4896, 3.2873], [0.5748, -2.8504, 2.8489]], "mulliken_charge": [-0.863, -0.156, -0.898, -0.908, 0.333, 0.272, 0.324, 0.322, 0.272, 0.331, 0.323, 0.321, 0.325, -0.794, -0.094, -0.006, -0.899, 0.279, 0.273, 0.323, 0.292, 0.315, 0.314], "relative_energy_ev": 0.816, "orbital_gap_ev": 8.59, "charge": 0, "lumo_ev": 0.57, "smiles": "CN(C)C.CSSC"}

***

Record 2
{"formula": "C30H31Cl3CrFN3O2", "method": "the ωB97M-V functional and the def2-TZVPD basis", "elements": ["Cr", "Cl", "C", "C", "C", "Cl", "C", "O", "C", "Cl", "C", "H", "H", "C", "C", "C", "C", "C", "C", "C", "C", "C", "C", "C", "C", "N", "C", "C", "C", "C", "C", "C", "F", "H", "H", "H", "H", "H", "H", "H", "H", "H", "H", "H", "H", "H", "H", "H", "H", "H", "H", "H", "H", "H", "O", "C", "C", "C", "C", "C", "N", "N", "C", "H", "H", "H", "H", "H", "H", "H", "H"], "positions_angstrom": [[-0.6652, -0.1837, -1.1158], [-4.2025, 0.4416, 5.1314], [-3.3982, -0.0953, 3.6862], [-3.6181, 0.5671, 2.4953], [-2.9452, 0.1360, 1.3674], [-3.2387, 0.9788, -0.1394], [-2.0384, -0.9397, 1.3521], [-1.3955, -1.3305, 0.2877], [-1.9014, -1.6003, 2.5909], [-0.8844, -3.0006, 2.6604], [-2.5479, -1.1871, 3.7377], [-4.2976, 1.4057, 2.4419], [-2.3868, -1.7158, 4.6663], [3.7530, -1.3865, 1.6440], [2.2398, -1.6340, 1.6425], [1.8116, -2.3099, 0.3390], [1.4693, -0.4007, 2.1168], [1.3509, -0.2862, 3.5026], [0.6754, 0.7598, 4.0970], [0.0967, 1.7337, 3.3000], [0.2024, 1.6790, 1.9160], [-0.4171, 2.7726, 1.0598], [0.6356, 3.7440, 0.5186], [-1.5128, 3.5654, 1.7682], [0.8940, 0.6036, 1.3189], [0.9298, 0.5094, -0.1013], [2.1096, 0.7846, -0.7320], [3.1966, 1.4809, -0.1612], [4.3553, 1.7410, -0.8703], [4.5115, 1.3232, -2.1868], [3.4752, 0.6173, -2.7826], [2.3384, 0.3755, -2.0536], [1.3372, -0.3815, -2.6652], [4.2843, -2.3288, 1.4914], [4.0830, -0.9585, 2.5923], [4.0435, -0.7056, 0.8440], [2.0489, -2.3706, 2.4285], [2.1873, -1.7862, -0.5396], [0.7282, -2.3986, 0.2728], [2.2366, -3.3169, 0.3179], [1.7826, -1.0646, 4.1228], [0.5812, 0.8093, 5.1746], [-0.4491, 2.5413, 3.7685], [-0.8834, 2.2828, 0.2017], [1.1638, 4.2238, 1.3465], [0.1580, 4.5284, -0.0738], [1.3743, 3.2474, -0.1070], [-1.0986, 4.2042, 2.5513], [-2.2612, 2.9152, 2.2218], [-2.0144, 4.2167, 1.0501], [3.1072, 1.8033, 0.8684], [5.1558, 2.2816, -0.3811], [5.4189, 1.5306, -2.7356], [3.5454, 0.2405, -3.7947], [-0.5709, 2.6733, -2.7822], [-0.5403, 1.6474, -2.3285], [-1.3145, -2.3576, -6.1279], [-1.7672, -2.1326, -4.7266], [-2.8229, -2.6514, -4.0115], [-2.7322, -2.1008, -2.7213], [-1.6858, -1.2802, -2.6543], [-1.1178, -1.3103, -3.8864], [-3.6243, -2.3729, -1.5586], [-2.0295, -2.9884, -6.6500], [-0.3435, -2.8542, -6.1508], [-1.2284, -1.4163, -6.6714], [-3.5683, -3.3413, -4.3674], [-0.2360, -0.8463, -4.0352], [-4.4307, -3.0373, -1.8636], [-4.0551, -1.4540, -1.1643], [-3.0576, -2.8396, -0.7539]], "mulliken_spin": [3.897, 0.000, 0.002, 0.003, 0.012, 0.030, -0.001, -0.016, 0.000, 0.000, 0.000, 0.001, 0.000, 0.001, -0.021, 0.051, 0.016, -0.003, 0.001, 0.011, 0.001, 0.040, 0.004, 0.003, -0.098, -0.110, 0.016, 0.024, -0.006, 0.014, -0.001, 0.051, 0.036, 0.000, 0.000, -0.001, -0.001, 0.003, -0.005, 0.006, 0.000, 0.000, 0.001, -0.033, 0.000, 0.000, -0.001, -0.001, 0.000, 0.000, 0.003, 0.000, 0.002, 0.000, 0.039, 0.043, -0.001, 0.012, 0.004, 0.024, -0.047, -0.005, 0.001, 0.000, 0.001, 0.001, 0.000, -0.010, 0.000, 0.000, 0.004], "relative_energy_ev": 0.000, "spin_multiplicity": 5, "orbital_gap_ev": [7.16, 7.36], "charge": 0, "lumo_ev": [0.10, 0.03], "s2": 6.016}

***

Record 3
{"formula": "C3H15NO3", "method": "the ωB97M-V functional and the def2-TZVPD basis", "elements": ["C", "C", "C", "N", "H", "H", "H", "H", "H", "H", "H", "H", "H", "H", "H", "O", "H", "H", "O", "H", "H", "O"], "positions_angstrom": [[-1.3682, 1.2973, 1.0803], [-1.0674, 0.0061, 0.3732], [-2.3667, -0.7741, 0.2454], [-0.3926, 0.0825, -0.9166], [-1.8399, 1.0699, 2.0574], [-0.4178, 1.8055, 1.3423], [-1.9908, 1.8679, 0.3282], [-0.4027, -0.7100, 0.9491], [-2.1749, -1.7675, -0.1553], [-2.8340, -0.8480, 1.2736], [-3.1272, -0.3783, -0.4152], [0.5744, 0.3654, -0.7373], [-0.8586, 0.6710, -1.5498], [2.5067, 2.3176, -0.0573], [2.0269, 1.7992, 1.2372], [2.0389, 1.6366, 0.3590], [0.3428, -2.1244, -3.4008], [1.4479, -2.2147, -4.4511], [0.7439, -2.8709, -3.8755], [1.4649, 0.3401, 1.9514], [0.9201, 0.1804, 3.3579], [1.7115, 0.4684, 2.8274]], "mulliken_charge": [-1.039, 0.491, -1.458, -0.495, 0.323, 0.222, 0.337, 0.142, 0.349, 0.334, 0.372, 0.256, 0.208, 0.264, 0.260, -0.572, 0.319, 0.336, -0.670, 0.343, 0.356, -0.682], "relative_energy_ev": 1.781, "orbital_gap_ev": 9.85, "charge": 0, "lumo_ev": 0.58, "smiles": "CC(C)N.O.O.O"}

***

Number 1: total energy -1050.59443 hartree. Number 2: total energy -4001.52582 hartree. Number 3: total energy -403.72180 hartree.